Record 1
This record from OMol25 describes 8 unconnected molecules or ions with the total composition C30H43N8O13 at a distorted geometry. The level of theory is ωB97M-V/def2-TZVPD.

Geometry as XYZ:
```
94
Properties=species:S:1:pos:R:3:forces:R:3:mulliken_charge:R:1
N 1.138 0.131 0.546 1.07 -3.75 1.80 0.510
O 0.827 1.264 0.781 -0.53 2.44 0.10 -0.496
O 1.876 -0.530 1.386 -0.43 0.90 -0.78 -0.644
O 0.694 -0.511 -0.417 -0.20 0.19 -1.01 -0.229
C -4.382 0.285 -1.404 1.94 -0.15 -0.36 -0.428
C -3.058 -0.521 -1.005 -2.50 1.42 -3.38 0.178
C -2.106 -0.719 -2.166 -0.76 -0.80 1.98 0.340
C -2.362 -0.219 -3.568 -3.78 2.05 2.17 -0.016
C -3.603 0.572 -3.927 0.64 -2.60 2.66 -0.440
C -4.629 0.820 -2.719 6.26 -3.41 -1.02 -0.683
N -1.434 -0.501 -4.637 1.41 -2.10 -3.63 0.990
O -1.723 -0.189 -5.890 0.89 -0.67 5.02 -0.588
O -0.434 -1.219 -4.356 -2.37 2.22 -0.66 -0.544
H -5.168 0.525 -0.591 1.47 -0.61 -1.37 0.229
H -3.121 -0.955 0.131 0.95 1.02 -3.38 0.104
H -1.168 -1.411 -1.911 -2.08 1.97 -0.96 -0.030
H -3.819 0.662 -5.098 0.44 0.35 3.05 0.313
H -5.447 1.321 -3.057 -2.48 1.36 -0.20 0.540
C 4.006 -4.306 -1.076 -3.71 1.09 1.84 -0.610
C 3.085 -3.181 -0.560 -2.15 -6.21 0.24 -0.503
C 1.657 -3.670 -0.075 4.50 -2.90 -1.97 -0.064
C 1.293 -5.152 -0.228 3.22 0.92 -0.71 0.139
C 2.326 -6.164 -0.664 -2.66 1.64 2.89 -0.308
C 3.668 -5.700 -0.973 -6.24 4.63 1.48 -0.680
N -0.050 -5.660 0.184 -3.92 -0.35 1.96 0.771
O -0.570 -6.831 -0.067 3.16 3.92 0.20 -0.564
O -0.745 -4.845 0.888 2.29 -1.95 -2.09 -0.484
H 4.923 -4.031 -1.523 0.98 0.26 -0.14 0.419
H 3.420 -2.151 -0.394 -0.41 -0.47 -0.24 0.585
H 1.136 -2.944 0.491 -1.05 0.48 0.06 0.513
H 1.940 -7.315 -0.367 1.53 3.21 -1.52 0.243
H 4.071 -6.532 -1.250 4.37 -4.06 -1.93 0.502
C -3.037 -2.413 2.700 -3.31 -0.50 1.03 -0.398
C -4.504 -2.115 2.946 2.66 4.94 -1.31 -0.606
C -4.971 -0.666 2.850 5.14 -1.70 -1.11 -0.567
C -3.907 0.417 2.542 3.37 -3.27 0.88 -0.010
C -2.391 0.043 2.399 -3.35 -2.95 -0.41 0.255
C -2.067 -1.478 2.416 -4.82 4.85 0.96 -0.722
N -4.252 1.859 2.539 0.53 3.04 -0.60 0.920
O -3.348 2.817 2.541 -2.93 -4.28 0.05 -0.543
O -5.462 2.123 2.469 1.89 -0.55 0.26 -0.593
H -2.795 -3.511 2.797 0.00 1.38 -0.36 0.323
H -5.182 -2.931 3.106 -0.28 0.00 0.09 0.418
H -5.999 -0.396 2.803 -0.54 0.20 0.37 0.476
H -1.546 0.706 2.050 -1.41 -0.36 0.76 0.104
H -1.133 -1.794 2.222 3.31 -0.74 -0.65 0.920
C -0.735 3.605 -4.311 1.76 0.78 1.22 0.307
O -0.500 4.328 -5.293 -1.27 -1.68 1.62 -0.643
N 0.281 3.064 -3.516 -2.36 0.54 -3.22 0.242
C -0.041 2.320 -2.387 2.25 -3.94 2.38 -0.542
C 1.656 3.164 -3.914 -0.36 -2.35 1.64 -0.899
H -1.684 3.381 -3.687 0.47 0.59 -1.75 0.270
H 0.552 1.291 -2.344 -1.01 1.78 -0.50 -0.170
H -1.036 1.946 -2.238 -0.87 0.48 -0.48 0.074
H 0.297 2.700 -1.421 -0.08 0.73 -0.03 0.367
H 1.769 3.649 -4.819 0.11 1.01 -1.76 0.445
H 2.183 2.172 -3.890 -0.71 0.73 -0.24 0.049
H 1.996 3.710 -3.099 1.96 1.37 1.18 0.438
C -1.400 6.174 1.974 2.42 6.93 2.23 0.009
O -1.386 7.478 2.300 -0.48 -5.70 -1.64 -0.686
N -0.300 5.443 2.178 -1.24 -3.24 -1.08 0.229
C -0.362 3.963 1.904 4.63 3.70 -0.73 -1.665
C 0.960 5.968 2.563 3.32 0.98 2.46 -0.882
H -2.207 5.709 1.468 -0.97 -0.59 -0.17 0.414
H -0.595 3.290 2.585 -1.51 -2.10 4.62 0.741
H 0.666 3.670 1.699 0.01 0.07 -0.49 0.430
H -0.919 3.637 1.143 -2.32 -0.22 -3.60 0.505
H 1.390 6.828 1.984 -0.55 -1.21 -0.61 0.324
H 1.893 5.212 2.897 -3.05 1.52 -1.47 0.261
H 0.827 6.548 3.477 -0.24 -0.20 0.49 0.354
C 0.288 -0.381 4.788 -2.41 -0.25 4.07 -0.040
O -0.642 0.289 5.254 0.59 -0.09 -1.31 -0.665
N 0.666 -1.504 5.458 1.71 -0.78 -4.40 0.121
C 1.791 -2.275 4.826 -0.63 -0.80 4.03 -1.098
C -0.175 -2.154 6.441 0.18 -1.84 -2.50 -1.135
H 0.902 -0.141 3.982 1.07 0.70 -1.81 0.561
H 2.649 -2.407 5.547 -0.93 0.07 -0.56 0.309
H 2.200 -2.011 3.931 0.72 2.30 -2.39 0.396
H 1.427 -3.220 4.537 -0.57 -1.67 0.25 0.404
H 0.246 -1.681 7.191 1.20 1.28 5.28 0.496
H -0.039 -3.255 6.487 0.09 0.79 -0.23 0.302
H -1.198 -1.887 6.426 -1.01 0.36 -0.66 0.360
C 4.744 -0.791 -4.680 -0.26 -2.53 -3.62 0.118
O 4.291 -1.649 -5.517 1.72 2.40 2.52 -0.627
N 3.971 -0.263 -3.739 1.69 3.54 1.78 0.344
C 4.545 0.917 -2.867 3.12 -11.84 -0.36 -1.316
C 2.589 -0.533 -3.490 0.50 2.52 2.28 -1.539
H 5.886 -0.427 -4.780 -2.46 -0.54 0.59 0.196
H 4.376 1.796 -3.077 -2.34 8.71 -2.57 0.385
H 5.615 0.674 -2.917 -0.03 0.68 0.11 0.428
H 4.252 0.570 -1.941 -0.72 0.20 2.32 0.466
H 2.296 -0.220 -2.418 0.39 0.65 -1.83 0.069
H 2.404 -1.491 -3.302 -0.46 -4.62 -0.25 0.869
H 1.969 -0.193 -4.261 -1.15 0.69 -0.89 0.580
```
Positions in Å, forces in eV/Å.

energy relative to the best compared isomer or geometry (same formula, charge and spin)	44.7	kcal/mol
total charge	-1
F_max	12.25	eV/Å

Record 2
This record from OMol25 describes a single C5H7N molecule at a distorted geometry. The level of theory is ωB97M-V/def2-TZVPD.

Geometry as XYZ:
```
13
Properties=species:S:1:pos:R:3:forces:R:3:mulliken_charge:R:1
C 2.011 -0.170 0.247 -0.06 -0.36 0.76 -0.965
C 0.669 -0.138 0.293 0.26 -0.13 -0.09 0.198
C -0.141 1.096 -0.070 0.37 0.04 -0.16 -0.505
C -1.569 0.630 -0.140 0.13 -0.12 -0.06 -0.460
C -1.547 -0.707 -0.081 0.09 0.09 0.06 -0.311
N -0.243 -1.175 0.119 0.24 -0.17 -0.03 -0.105
H 2.549 -1.059 -0.053 0.08 -0.08 0.43 0.270
H 2.562 0.733 0.502 -0.07 -0.22 -0.34 0.266
H 0.416 1.006 -1.006 -1.30 1.22 -1.05 0.244
H 0.102 2.086 0.319 -0.06 -0.34 0.41 0.409
H -2.455 1.249 -0.209 0.25 -0.11 -0.10 0.377
H -2.363 -1.415 -0.193 0.20 0.18 0.17 0.374
H 0.009 -2.134 0.272 -0.12 0.00 -0.01 0.207
```
Positions in Å, forces in eV/Å.

energy relative to the best compared isomer or geometry (same formula, charge and spin)	44.3	kcal/mol
total charge	0
SMILES string	C=C1CC=CN1
F_max	2.07	eV/Å

Record 3
This record from OMol25 describes a single C28H31N3O2 molecule at a distorted geometry. The level of theory is ωB97M-V/def2-TZVPD.

Geometry as XYZ:
```
64
Properties=species:S:1:pos:R:3:forces:R:3:mulliken_charge:R:1
C -2.931 -0.010 -5.359 -0.08 -0.57 0.88 -0.923
O -3.026 -0.725 -4.116 -0.86 0.22 -1.58 -0.440
C -2.140 -0.424 -3.138 0.93 0.15 1.19 0.854
C -2.440 -0.919 -1.844 -0.08 0.70 -1.43 -0.693
C -1.589 -0.680 -0.797 0.64 0.08 0.31 -0.127
C -0.310 -0.089 -1.034 0.32 -0.07 0.01 1.249
C 0.734 -0.005 -0.087 0.60 3.38 -1.37 -1.250
C 0.623 -0.189 1.302 -0.19 -3.65 -0.66 1.399
C 0.933 0.751 2.402 0.40 0.75 0.58 -2.057
N 1.050 2.222 2.056 -0.17 -0.88 0.92 0.455
C -0.032 3.032 2.164 0.31 -0.10 -0.50 -0.208
C 0.082 4.394 1.981 -0.06 -0.38 -0.06 -0.534
C 1.366 4.965 1.831 0.13 0.18 0.48 0.740
N 1.557 6.324 1.898 0.16 -0.02 -0.61 0.088
C 2.549 6.890 2.786 0.26 -0.01 0.09 -0.971
C 0.538 7.262 1.474 -0.33 -0.21 0.17 -1.109
C 2.475 4.092 1.717 -0.33 -0.39 0.01 -0.846
C 2.278 2.733 1.786 -0.29 0.05 0.10 -0.029
C 0.467 -1.546 1.554 -0.40 3.50 -0.37 0.450
C 0.471 -2.107 2.878 -0.21 -0.50 1.70 -1.800
O 0.419 -2.244 0.400 -0.20 -1.89 -0.25 -0.157
C -0.026 0.392 -2.337 -0.33 -0.08 0.07 -1.406
C -0.938 0.284 -3.365 -0.70 -0.52 0.04 -0.242
H -3.759 -0.400 -5.946 0.07 0.14 -0.14 0.257
H -3.047 1.072 -5.209 0.05 -0.15 0.02 0.359
H -1.980 -0.212 -5.868 -0.14 0.02 0.04 0.313
H -3.354 -1.499 -1.717 0.00 0.31 -0.01 0.471
H -1.882 -0.983 0.215 0.25 0.01 -0.36 0.289
H 1.660 0.447 -0.467 -0.19 0.22 0.10 0.120
H 0.141 0.657 3.155 0.28 0.29 0.09 0.364
H 1.893 0.475 2.865 -0.21 0.30 0.16 0.290
H -0.967 2.545 2.455 0.36 0.20 -0.31 0.374
H -0.810 5.013 2.052 0.27 -0.15 0.05 0.393
H 3.373 6.191 2.934 -0.06 0.19 0.03 0.338
H 2.928 7.827 2.366 0.09 -0.21 0.02 0.312
H 2.109 7.125 3.768 0.05 -0.08 -0.08 0.302
H 0.074 6.921 0.541 0.09 0.13 0.23 0.358
H -0.239 7.396 2.242 0.00 0.10 -0.13 0.380
H 1.028 8.228 1.308 -0.22 -0.21 -0.07 0.319
H 3.480 4.468 1.566 -0.17 0.01 -0.04 0.452
H 3.085 2.002 1.724 -0.28 0.31 -0.09 0.408
H -0.175 -1.457 3.491 0.37 -0.33 0.20 0.316
H 0.076 -3.120 2.973 0.08 0.42 0.23 0.409
H 1.511 -2.074 3.257 -0.33 -0.23 0.32 0.259
H 0.949 0.852 -2.498 -0.27 0.02 -0.05 0.258
H -0.727 0.718 -4.342 0.02 -0.19 0.23 0.309
C 0.912 -4.510 1.048 -0.26 -0.91 0.56 -1.706
C -0.103 -3.566 0.410 0.66 0.88 -0.38 2.298
C -1.396 -3.608 1.134 -2.46 0.25 1.47 -0.233
N -2.402 -3.580 1.733 2.34 -0.16 -1.36 -0.736
C -0.350 -4.058 -1.012 0.17 -0.18 -0.65 -0.621
C 0.676 -4.747 -1.686 -0.36 -0.55 0.24 -0.663
C 0.339 -5.886 -2.433 -0.29 0.49 -0.10 -0.472
C -1.025 -6.189 -2.633 0.07 0.19 -0.08 -0.558
C -2.005 -5.240 -2.307 0.54 0.19 -0.14 -0.723
C -1.643 -4.132 -1.519 -0.36 -0.72 -0.33 0.141
H 0.638 -5.531 0.751 0.42 0.18 0.08 0.499
H 1.917 -4.234 0.700 -0.40 -0.21 0.13 0.394
H 0.858 -4.487 2.141 0.30 0.03 -0.37 0.364
H 1.712 -4.435 -1.516 -0.36 -0.51 0.07 0.430
H 1.128 -6.537 -2.832 -0.43 0.34 0.15 0.380
H -1.321 -7.149 -3.061 0.17 0.40 -0.09 0.375
H -3.043 -5.362 -2.642 0.51 0.01 0.23 0.386
H -2.367 -3.348 -1.293 0.11 -0.57 0.41 0.352
```
Positions in Å, forces in eV/Å.

energy relative to the best compared isomer or geometry (same formula, charge and spin)	216.2	kcal/mol
total charge	0
F_max	3.72	eV/Å

Record 4
This record from OMol25 describes 2 unconnected molecules or ions with the total composition C6H13NO at a distorted geometry. The level of theory is ωB97M-V/def2-TZVPD.

Geometry as XYZ:
```
21
Properties=species:S:1:pos:R:3:forces:R:3:mulliken_charge:R:1
C -1.947 -0.365 -0.474 0.59 -0.23 -1.65 -1.111
C -1.280 0.767 -0.668 0.32 -0.17 1.06 0.079
C 0.121 0.705 -1.181 -0.23 0.57 -0.87 0.327
C 0.181 0.664 -2.520 -0.43 0.18 0.85 -1.056
C 1.345 1.002 -0.342 0.19 1.63 0.09 -0.519
C 1.707 0.147 0.859 0.11 -1.86 1.07 -0.453
N 1.079 -1.204 0.821 -1.28 1.28 -1.30 -0.517
H -3.017 -0.483 -0.418 -0.11 0.19 0.65 0.379
H -1.355 -1.240 -0.790 -0.69 0.02 0.49 0.314
H -1.658 1.774 -0.479 -0.18 -0.29 0.01 0.380
H 1.093 0.827 -3.040 0.76 -0.20 -0.44 0.351
H -0.741 0.647 -3.096 0.21 -0.17 0.01 0.312
H 2.223 1.046 -0.998 -0.31 -0.03 -0.09 0.305
H 1.210 2.056 0.041 0.15 -0.88 -0.38 0.312
H 2.778 -0.100 0.858 -0.02 1.05 0.24 0.326
H 1.379 0.582 1.811 0.44 0.32 -0.24 0.205
H 1.675 -1.968 1.104 0.02 0.07 -0.50 0.202
H 0.711 -1.220 -0.145 0.46 -1.34 0.84 0.194
O -1.233 -1.050 2.629 -0.17 -0.19 -0.68 -0.718
H -0.534 -0.952 1.943 -0.05 -0.23 0.41 0.390
H -1.928 -1.510 2.127 0.24 0.27 0.42 0.298
```
Positions in Å, forces in eV/Å.

energy relative to the best compared isomer or geometry (same formula, charge and spin)	65.3	kcal/mol
total charge	0
SMILES string	C=CC(=C)CCN.O
F_max	2.23	eV/Å

How do the records compare in E_LUMO? In the order shown, they have 0.527; 1.071; -0.687; 0.860 eV.
How do the records compare in HOMO? In the order shown, they have -6.574; -7.253; -3.808; -9.351 eV.